# 1
This record from the OMol25 dataset describes C24H41F3P2Re as an isolated structure in a non-equilibrium geometry. The level of theory is the ωB97M-V functional and the def2-TZVPD basis.

CARTESIAN COORDINATES (ANGSTROEM)
Re 1.176 -1.187 0.611
C -0.765 -1.036 2.669
C -0.332 -2.063 1.693
C 1.184 -1.873 3.542
C 0.106 -1.016 3.771
C 1.019 -2.505 2.237
C -2.074 -0.342 2.628
H -2.462 -0.297 1.603
H -2.004 0.707 2.959
H -2.837 -0.820 3.271
C -0.208 -0.378 5.080
H -0.936 0.418 4.972
H 0.669 0.053 5.556
H -0.615 -1.127 5.761
C 2.064 -2.390 4.609
H 1.476 -3.042 5.275
H 2.471 -1.587 5.241
H 2.891 -2.980 4.206
C 1.641 -3.800 1.847
H 0.854 -4.565 1.763
H 2.402 -4.096 2.583
H 2.099 -3.720 0.846
C -1.336 -3.041 1.127
H -1.461 -3.900 1.797
H -1.023 -3.390 0.145
H -2.336 -2.612 1.054
C -1.208 3.263 0.591
C -2.361 2.586 0.758
C -3.161 2.074 -0.412
C -2.325 1.169 -1.365
C -1.445 1.912 -2.309
C -0.238 2.479 -1.842
C 0.201 3.789 -1.306
C -1.028 4.286 -0.516
H -3.503 2.955 -0.984
H -2.939 0.419 -1.881
H -4.058 1.531 -0.072
H -1.876 4.449 -1.220
H -0.385 3.279 1.292
H -2.780 2.458 1.760
H -0.836 5.275 -0.081
H 1.092 3.625 -0.638
H 0.359 1.699 -1.296
H 0.516 4.436 -2.136
H -1.694 0.575 -0.676
H 0.097 0.095 0.416
P -0.510 0.954 -3.511
C -0.177 2.511 -4.439
C -1.699 0.037 -4.473
P 1.450 -1.086 -1.594
C 1.062 0.150 -3.074
C 0.982 -2.640 -2.485
C 3.244 -0.977 -2.048
H 0.759 2.966 -4.054
H -1.061 3.134 -4.183
H -0.179 2.390 -5.527
H -1.446 0.166 -5.527
H -2.680 0.490 -4.266
H -1.693 -1.039 -4.252
H 3.401 -0.614 -3.070
H 3.720 -1.952 -1.900
H 3.716 -0.250 -1.389
H 1.821 0.944 -3.012
H 1.318 -0.472 -3.950
H 1.627 -3.448 -2.107
H 1.080 -2.572 -3.581
H -0.056 -2.886 -2.230
F 3.484 0.814 0.386
C 2.561 0.309 1.278
F 3.301 -0.136 2.338
F 1.880 1.443 1.743

Computed properties:
LUMO level (spin up / spin down) (eV): -7.6 / -7.6
Net charge: +2
Energy (a.u.): -1998.7707
Orbital gap (spin up / spin down) (Eh): 0.2166 / 0.2226
2S+1: 4
Energy relative to the best compared isomer or geometry (same formula, charge and spin) (kcal per mole): 0.0

***

# 2
This record from the OMol25 dataset describes C4H8NOS as an isolated structure in a non-equilibrium geometry. The level of theory is the ωB97M-V functional and the def2-TZVPD basis.

CARTESIAN COORDINATES (ANGSTROEM)
C -2.425 -1.365 -0.575
C 0.300 -1.538 -0.207
C 0.328 1.578 0.061
C 0.725 0.490 1.059
N -1.506 -0.842 0.070
O 1.151 -0.644 0.140
S 0.606 -3.010 -0.988
H -2.456 -2.252 -1.175
H -3.308 -0.666 -0.583
H 1.200 1.576 -0.477
H -0.477 1.371 -0.580
H 0.143 2.457 0.624
H -0.124 0.035 1.773
H 1.578 0.625 1.629
H 2.003 -2.938 -0.991

Computed properties:
LUMO level (eV): -5.0
Net charge: +1
Energy (a.u.): -684.9812
Orbital gap (Eh): 0.3530
Energy relative to the best compared isomer or geometry (same formula, charge and spin) (kcal per mole): 91.3

***

# 3
This record from the OMol25 dataset describes one molecule with the formula C8H6O3 in a non-equilibrium geometry. The level of theory is the ωB97M-V functional and the def2-TZVPD basis.

CARTESIAN COORDINATES (ANGSTROEM)
C -1.591 0.537 -0.139
C -2.125 -0.584 0.607
C -0.372 0.976 -0.560
C -1.506 -1.813 0.384
C 0.834 0.491 0.021
C -0.100 -1.824 -0.160
C 2.980 -0.068 0.006
C 0.923 -0.873 0.099
O 2.197 1.046 -0.020
O 0.210 -2.161 -1.286
O 2.187 -1.240 0.326
H -2.343 1.072 -0.592
H -3.243 -0.608 0.869
H -0.221 1.873 -1.109
H -2.084 -2.734 0.558
H 3.517 -0.125 -1.030
H 3.894 0.076 0.614

Computed properties:
LUMO level (eV): -0.2
Net charge: 0
Energy (a.u.): -533.9873
Orbital gap (Eh): 0.2744
Energy relative to the best compared isomer or geometry (same formula, charge and spin) (kcal per mole): 116.2
SMILES: O=c1ccccc2c1OCO2

***

- Among the records above, which one has the highest energy?
  C8H6O3